# 1
Here is C51H50Cl2FN5O3OsSb2 as an isolated structure from the Open Molecules 2025 dataset. Energies are from ωB97M-V/def2-TZVPD.

Structure (XYZ):
```
115
Properties=species:S:1:pos:R:3:forces:R:3
Os 0.9354 -1.7268 1.2939 -0.43 -0.39 0.11
C 5.6251 -3.8113 -4.0330 -0.01 0.01 0.02
C 5.1049 -2.3858 -4.1122 0.02 0.00 -0.01
N 4.4973 -1.9443 -2.8413 0.03 0.00 0.00
C 3.1691 -1.9846 -2.7194 -0.03 0.07 -0.03
C 2.4802 -1.6544 -1.5762 -0.02 -0.02 -0.13
C 0.9790 -1.6454 -1.6821 -0.04 -0.12 0.21
O 0.4719 -1.6343 -2.7732 -0.08 -0.10 -0.07
O 0.2887 -1.6089 -0.5598 0.15 0.18 -0.25
C 3.1953 -1.2185 -0.4595 0.06 0.09 -0.04
O 2.6451 -0.8512 0.6388 0.07 0.01 0.24
C 4.6325 -1.1461 -0.5803 -0.01 0.04 0.00
C 5.4125 -0.7042 0.4963 0.00 -0.01 -0.04
C 6.7671 -0.6448 0.3860 -0.01 -0.03 0.01
F 7.4717 -0.2519 1.4639 0.03 0.00 -0.02
C 7.4461 -1.0022 -0.8007 0.01 0.05 -0.04
C 6.6692 -1.4371 -1.8610 -0.01 0.01 -0.07
C 5.2733 -1.5227 -1.7704 -0.07 0.00 0.06
N 8.8412 -0.9006 -0.9567 0.02 -0.03 0.05
C 9.6765 -0.2135 0.0302 -0.01 0.05 -0.04
C 11.1043 -0.1118 -0.5165 -0.02 0.00 0.03
N 11.0400 -0.0200 -2.0131 0.01 0.00 0.00
C 10.5617 -1.3249 -2.6104 -0.04 -0.02 -0.01
C 9.5716 -1.9619 -1.6337 -0.01 -0.04 0.01
H 6.1201 -4.0761 -4.9662 -0.01 -0.01 -0.01
H 4.8040 -4.5100 -3.8763 0.00 -0.01 0.01
H 6.3360 -3.9388 -3.2160 0.01 0.00 0.00
H 4.3308 -2.3010 -4.8715 0.00 0.00 0.01
H 5.8828 -1.6743 -4.3871 -0.02 0.00 0.02
H 2.5997 -2.2701 -3.5955 0.00 -0.02 0.00
H 4.9350 -0.4255 1.4250 -0.01 0.00 0.01
H 7.1542 -1.6841 -2.7934 -0.01 0.01 0.02
H 9.7241 -0.7209 0.9962 0.02 -0.03 0.00
H 9.2752 0.7849 0.1979 0.00 -0.01 0.02
H 11.7057 -0.9901 -0.2909 0.01 0.01 0.01
H 11.6152 0.7662 -0.1289 0.00 0.01 -0.02
H 11.9491 0.2350 -2.4005 -0.01 0.00 -0.01
H 10.3847 0.7205 -2.2692 0.00 0.00 0.01
H 11.4343 -1.9515 -2.7839 0.00 0.00 0.01
H 10.0966 -1.0829 -3.5636 0.02 0.00 -0.01
H 10.0940 -2.5962 -0.9089 0.01 0.00 -0.01
H 8.8989 -2.6138 -2.1830 0.02 0.01 0.01
C -3.1182 -1.0591 0.2464 0.19 -0.03 -0.06
C -3.6661 -0.5723 1.5883 -0.10 -0.05 0.02
C -2.6672 -0.2537 2.6958 0.13 -0.06 -0.05
Sb -1.2317 1.3033 2.3475 0.22 -0.22 0.12
C -2.6065 2.9114 2.5994 0.03 0.07 -0.02
C -2.5076 4.0135 1.7558 -0.06 0.01 0.11
C -3.4120 5.0630 1.8633 0.01 0.01 -0.02
C -4.4148 5.0188 2.8193 -0.02 0.01 0.00
C -4.5110 3.9289 3.6756 0.02 -0.03 -0.01
C -3.6094 2.8798 3.5663 0.00 0.03 -0.05
C -0.5231 1.3476 4.4030 -0.09 0.11 -0.03
C 0.4609 2.2911 4.7093 -0.02 0.02 -0.02
C 0.8543 2.5292 6.0209 -0.02 0.00 0.02
C 0.2762 1.8112 7.0607 0.00 0.01 -0.04
C -0.6810 0.8483 6.7728 -0.01 0.00 0.00
C -1.0752 0.6201 5.4572 -0.01 -0.04 -0.02
Sb -2.8693 0.0907 -1.6074 -0.16 0.13 0.04
C -1.6556 1.8650 -1.3184 0.06 -0.10 0.05
C -0.2708 1.7470 -1.1675 -0.07 0.02 0.05
C 0.5572 2.8583 -1.2037 -0.03 0.00 0.00
C 0.0176 4.1190 -1.4255 0.05 0.02 -0.01
C -1.3485 4.2526 -1.6102 -0.07 -0.04 -0.01
C -2.1779 3.1359 -1.5507 0.09 0.01 -0.08
C -4.7515 1.1094 -1.4313 0.04 0.03 0.05
C -5.7297 0.8953 -2.4004 0.01 -0.04 0.06
C -6.9679 1.5224 -2.3142 0.01 -0.02 -0.01
C -7.2407 2.3771 -1.2582 -0.01 0.01 0.00
C -6.2729 2.6102 -0.2896 0.01 0.00 0.01
C -5.0394 1.9815 -0.3772 0.00 -0.01 -0.09
H -3.8673 -1.7333 -0.1826 0.03 -0.05 0.00
H -2.2228 -1.6768 0.3747 0.00 0.12 0.01
H -4.2962 -1.3817 1.9775 -0.05 0.04 0.01
H -4.3480 0.2647 1.4471 -0.03 0.10 -0.01
H -2.0766 -1.1396 2.9441 0.00 -0.01 -0.02
H -3.2173 0.0302 3.5945 0.00 -0.02 0.01
H -1.7305 4.0553 1.0051 0.04 -0.01 -0.04
H -3.3318 5.9139 1.1984 0.00 0.00 0.00
H -5.1198 5.8355 2.9040 0.00 0.00 0.00
H -5.2878 3.8972 4.4286 -0.01 0.00 0.00
H -3.6927 2.0395 4.2460 -0.01 0.01 0.01
H 0.9042 2.8834 3.9141 0.00 0.00 0.00
H 1.5927 3.2926 6.2329 0.00 0.00 0.00
H 0.5594 2.0102 8.0862 0.00 0.00 0.00
H -1.1460 0.2899 7.5762 0.00 0.00 0.00
H -1.8440 -0.1222 5.2722 0.01 0.02 -0.02
H 0.1655 0.7702 -1.0043 0.00 -0.01 0.01
H 1.6264 2.7439 -1.0648 0.00 -0.01 0.00
H 0.6601 4.9895 -1.4656 0.00 0.00 0.00
H -1.7779 5.2288 -1.7990 0.00 0.00 0.00
H -3.2404 3.2658 -1.7000 -0.06 0.02 0.00
H -5.5299 0.2325 -3.2346 0.00 0.00 -0.01
H -7.7170 1.3446 -3.0749 0.00 0.00 -0.01
H -8.2030 2.8677 -1.1918 0.00 0.00 0.00
H -6.4756 3.2869 0.5315 0.01 -0.01 0.00
H -4.2862 2.2026 0.3697 0.02 0.01 0.05
Cl 2.6790 -4.7812 1.4933 0.12 0.02 -0.01
C 1.2002 -5.3105 2.2026 -0.05 -0.02 0.01
C 1.1053 -6.6058 2.6698 -0.03 0.00 0.00
C -0.0911 -7.0448 3.2193 -0.02 0.05 -0.01
C -1.1927 -6.2056 3.2978 0.01 -0.05 0.01
C -1.0998 -4.9108 2.8265 0.06 0.04 -0.04
Cl -2.4659 -3.8741 2.9011 -0.01 -0.01 0.00
C 0.1059 -4.4344 2.2814 -0.12 -0.08 -0.04
N 0.1770 -3.1435 1.8230 0.29 0.38 0.10
H 1.9587 -7.2641 2.5981 0.01 0.01 -0.01
H -0.1664 -8.0595 3.5847 -0.01 -0.01 0.01
H -2.1273 -6.5507 3.7156 -0.01 0.00 0.00
C 2.2468 -0.6836 5.6144 0.00 0.00 -0.06
C 1.9161 -0.9898 4.2367 -0.03 0.08 -0.01
N 1.6316 -1.2253 3.1538 0.02 -0.16 -0.01
H 1.3896 -0.9284 6.2395 -0.01 -0.02 0.00
H 2.4229 0.3886 5.7015 0.00 0.00 -0.02
H 3.1238 -1.2440 5.9319 0.00 -0.01 -0.03
```
Forces are in eV/Å.

Output
Energy above the lowest of the compared OMol25 structures with the same formula, charge and spin   0.000 eV
Net charge   +2
Frontier orbital gap   0.1961 Ha
Electronic energy   -4063.774192 Eh

***

# 2
Here is C51H51AlCl3N3O4P2 as an isolated structure at a distorted geometry from the Open Molecules 2025 dataset. Energies are from ωB97M-V/def2-TZVPD.

Structure (XYZ):
```
115
Properties=species:S:1:pos:R:3:forces:R:3
Al -0.2061 -0.3131 -0.2989 0.27 0.64 0.14
Cl -3.9830 0.1301 4.7032 -0.10 0.64 0.02
C -3.7633 -1.5716 4.9821 0.09 -0.72 -0.96
Cl -4.8519 -2.5440 3.9083 0.34 0.26 0.53
H -3.9517 -1.8003 6.0111 -0.34 -0.16 0.35
H -2.7536 -1.8372 4.6930 0.00 0.02 0.00
O 1.0191 1.8611 -2.0735 0.83 -0.95 1.08
C 2.3241 1.7158 -2.5137 0.14 -0.27 0.91
C 3.1429 2.7372 -2.9856 -1.71 0.86 -0.75
C 4.4274 2.4866 -3.3505 0.88 0.44 -0.25
C 4.9996 1.2390 -3.1786 -0.09 -0.22 0.34
C 4.2319 0.2469 -2.6134 -1.00 -0.14 -0.26
C 2.8745 0.4767 -2.2316 1.02 -0.17 -0.81
P 2.0012 -0.8046 -1.3171 -0.69 0.49 0.12
C 3.0462 -1.1267 0.0881 1.03 0.75 0.51
C 2.6202 -1.9124 1.1408 1.51 -0.25 0.73
C 3.4382 -2.1791 2.2493 -0.48 0.07 -0.52
C 4.7194 -1.6213 2.2726 -1.23 -0.20 0.17
C 5.1001 -0.6994 1.2988 -0.98 -0.40 0.57
C 4.2496 -0.4090 0.2524 -0.34 -0.72 0.01
C 1.8618 -2.2582 -2.3758 0.32 0.00 -0.19
C 2.6566 -3.3776 -2.1655 -0.10 -0.68 0.30
C 2.4464 -4.5334 -2.9319 0.84 0.31 0.49
C 1.5517 -4.5299 -3.9861 0.20 0.84 0.37
C 0.7990 -3.3993 -4.2260 0.12 1.09 0.88
C 0.9483 -2.2590 -3.4303 -0.45 0.22 -0.42
C 0.0758 2.5776 -2.6821 -1.31 0.79 -1.65
C 0.2902 3.0901 -3.9746 -2.73 0.77 1.73
C -0.6689 3.9848 -4.4750 0.88 -0.05 0.34
C -1.7995 4.3771 -3.7368 1.16 -1.68 0.68
C -2.0724 3.7113 -2.5461 0.40 -0.25 1.07
C -1.1625 2.7453 -2.0226 0.26 0.52 -0.95
P -1.5033 1.8009 -0.5262 0.10 0.85 -0.11
C -1.2580 3.0313 0.7835 0.00 0.62 -0.22
C 0.0091 3.5667 0.9383 0.69 -0.26 0.16
C 0.2341 4.5886 1.8494 -0.52 0.95 0.26
C -0.8288 5.1427 2.5998 0.96 -0.96 -0.64
C -2.1087 4.6370 2.3625 0.62 1.31 0.87
C -2.3105 3.6611 1.4495 -1.23 -2.06 -1.31
C -3.2575 1.3836 -0.4338 -0.58 -1.23 0.07
C -3.5262 0.6616 0.7537 1.14 0.33 -0.74
C -4.7472 0.1207 1.0171 -0.42 -0.29 0.35
C -5.7495 0.2781 0.0808 -0.75 1.57 -0.90
C -5.5558 0.9532 -1.1483 1.44 -0.26 0.79
C -4.2548 1.4707 -1.4177 -0.57 -0.22 0.64
H 2.7361 3.7161 -3.2606 0.03 -0.36 0.52
H 4.9691 3.3186 -3.7884 0.21 -0.22 0.08
H 6.0345 1.0578 -3.4111 0.11 -0.07 -0.23
H 4.6506 -0.7411 -2.5019 0.06 -0.13 0.20
H 1.6734 -2.3374 1.1396 -1.58 -0.75 -0.07
H 2.9931 -2.7897 3.0663 0.78 0.52 -0.63
H 5.3073 -1.8296 3.1386 0.65 0.04 0.27
H 5.9758 -0.1350 1.4743 0.92 0.44 -0.16
H 4.4631 0.3674 -0.4460 0.48 0.27 -0.04
H 3.4391 -3.3815 -1.3928 -0.51 -0.02 -0.28
H 3.0681 -5.3848 -2.6762 -0.11 -0.07 -0.37
H 1.4853 -5.2763 -4.7281 -0.03 -1.28 -0.22
H 0.0899 -3.3966 -5.0178 -0.34 0.10 -0.67
H 0.3978 -1.3346 -3.6914 0.20 -0.64 0.29
H 1.1454 2.7943 -4.4863 1.21 -0.12 -1.02
H -0.3840 4.4639 -5.4023 -0.50 0.06 -0.17
H -2.4242 5.1490 -4.0597 -0.84 0.99 -0.57
H -2.9065 3.9894 -1.8590 0.47 -0.19 -1.01
H 0.8532 3.1539 0.3758 -0.23 0.14 0.16
H 1.2283 5.0256 1.9429 -0.27 -0.25 0.03
H -0.5859 5.8982 3.3469 -0.40 -0.10 -0.26
H -2.9680 5.0323 2.8575 -0.32 0.34 0.38
H -3.3351 3.3069 1.2244 0.62 0.33 0.38
H -2.7048 0.4839 1.4312 -0.19 0.13 0.29
H -4.9514 -0.3879 1.9621 0.15 0.16 -0.33
H -6.7575 0.1228 0.4148 -0.41 -0.73 -0.25
H -6.3751 1.0703 -1.8592 0.30 0.03 0.24
H -4.0279 1.9740 -2.3421 -0.16 0.07 -0.25
C 2.9647 2.9333 2.8481 -0.54 0.93 0.08
C 2.8016 1.7017 3.7040 -0.43 -0.48 -0.36
C 3.8863 1.0821 4.2844 0.49 -1.50 1.15
C 3.7884 -0.0490 5.1670 -0.53 1.03 -0.78
Cl 5.2255 -0.7228 5.9021 -0.42 0.27 -0.26
C 2.5381 -0.5880 5.4113 0.47 0.30 -0.83
C 1.4595 -0.0849 4.6638 -1.10 0.91 0.51
C 1.5298 1.0836 3.8783 1.12 -0.13 0.20
O 0.4707 1.7041 3.2296 0.03 -0.80 1.14
C -0.7510 0.9928 3.3597 1.44 -1.24 -0.36
C -0.7220 -0.2602 2.4257 -2.51 0.67 2.19
O -1.5774 -1.1107 2.6098 0.66 -0.24 -0.26
O 0.0742 -0.2178 1.4261 1.20 -0.20 -1.78
H 3.9945 3.2203 2.6436 0.21 -0.35 0.29
H 2.5067 3.8352 3.3438 0.27 -0.96 -0.41
H 2.4903 2.8288 1.8602 -0.05 -0.10 0.43
H 4.8947 1.3950 4.0748 0.13 0.48 -0.03
H 2.3975 -1.4035 6.1119 -0.01 0.06 -0.14
H 0.4762 -0.4901 4.9163 0.40 -0.08 -0.27
H -1.5504 1.6358 3.0572 -0.43 0.41 -0.31
H -0.9685 0.6278 4.3705 0.09 0.35 -0.19
C -3.3356 -1.7102 -3.1510 -0.58 -0.36 -0.43
N -2.8093 -2.8294 -2.3982 1.01 0.96 0.82
C -2.9733 -4.1310 -2.9933 -0.33 0.41 -1.32
C -1.9474 -2.5561 -1.4005 -0.47 0.63 -0.04
N -1.3987 -1.3146 -1.2594 -0.88 -1.10 -0.53
N -1.6859 -3.4974 -0.5226 -0.50 -1.32 0.84
C -0.4907 -3.4951 0.2439 1.39 1.48 0.02
C -2.6057 -4.5382 -0.0341 0.57 -0.75 0.63
H -4.0775 -2.1204 -3.8388 0.13 0.18 -0.05
H -2.5678 -1.1738 -3.7574 -0.51 -0.18 0.49
H -3.8989 -1.1154 -2.4366 0.17 0.71 -0.26
H -2.7681 -3.9604 -4.0585 -0.17 -0.44 0.08
H -3.9958 -4.4535 -2.8818 -0.36 -0.31 -0.02
H -2.3085 -4.8944 -2.6649 0.60 -0.28 0.61
H -1.8206 -0.7335 -1.9706 0.20 0.31 -0.16
H 0.3157 -2.9409 -0.3551 -0.91 -1.02 1.01
H -0.2245 -4.5330 0.3815 0.58 -0.16 0.08
H -0.6703 -3.0324 1.2326 0.29 -0.06 -0.30
H -3.5457 -4.5059 -0.5162 -0.90 0.16 -0.61
H -2.8203 -4.4783 1.0743 0.59 0.40 -1.11
H -2.1441 -5.5290 -0.2249 -0.32 0.47 0.12
```
Forces are in eV/Å.

Output
Energy above the lowest of the compared OMol25 structures with the same formula, charge and spin   0.000 eV
Net charge   +2
Frontier orbital gap   0.2806 Ha
Electronic energy   -4744.586683 Eh